An isolated molecule of C3H10N4O at a distorted geometry, computed with ωB97M-V/def2-TZVPD.

The calculation puts the energy relative to the best compared isomer or geometry (same formula, charge and spin) at 330.96 kJ/mol. As for the SMILES: NC(N)N[C@]1(N)CO1. The total charge is 0. The value obtained for the total energy is -11278.7705 eV. The value obtained for the HOMO energy is -8.20 eV. The lowest unoccupied orbital energy comes out at 0.943 eV. The HOMO-LUMO gap comes out at 9.14 eV.

XYZ file:
```
18
Properties=species:S:1:pos:R:3:lowdin_charge:R:1
N -1.3032 -0.8546 1.2242 0.0299
C -1.1939 -0.9168 -0.2085 -0.4912
N -1.9946 0.0872 -0.8797 0.0568
N 0.2330 -0.8453 -0.6217 0.0726
C 1.1141 0.1767 -0.3034 -0.5632
N 2.4549 -0.2000 -0.4910 0.1443
C 0.5735 1.3562 0.8360 -0.0655
O 0.8720 1.4758 -0.5847 -0.0617
H -0.8572 0.1077 1.5312 0.0763
H -2.2728 -0.9485 1.4879 0.0634
H -1.5225 -1.9032 -0.5652 0.1368
H -2.0121 -0.0610 -1.8828 0.0739
H -1.6311 1.0174 -0.7051 0.0554
H 0.6925 -1.7427 -0.5790 0.1192
H 2.7992 -1.0049 0.0128 0.0967
H 3.0718 0.5826 -0.6781 0.1034
H -0.3844 1.8465 0.9844 0.0776
H 1.3605 1.8270 1.4225 0.0756
```